# 1
C32H25INO4OsPS2 | ωB97M-V with the def2-TZVPD basis set

```
67
Properties=species:S:1:pos:R:3:forces:R:3:lowdin_spin:R:1
Os -0.54172 -0.23089 0.48205 -0.1085 -0.3072 0.4100 0.75
I 1.45119 1.51971 0.58308 0.2662 0.2633 -0.1928 -0.01
C 2.83333 0.59527 1.85350 0.0051 -0.0763 0.2053 0.00
C 4.11817 0.74078 1.40715 -0.0391 0.0373 -0.0324 0.00
C 5.20227 0.26740 2.16370 0.0119 -0.0190 0.0385 0.00
C 4.95485 -0.32774 3.36058 0.0138 0.0100 -0.0215 0.00
C 3.63360 -0.49976 3.83951 -0.0144 0.0266 -0.0222 0.00
C 3.46309 -1.11081 5.10558 -0.0225 -0.0071 -0.0001 0.00
C 2.22400 -1.30491 5.62592 0.0342 -0.0010 0.0014 0.00
C 1.10328 -0.93002 4.86784 -0.0023 -0.0226 0.0109 0.00
C 1.20023 -0.33894 3.62908 0.0000 -0.0323 0.0271 0.00
P -0.43283 -0.00909 2.86828 0.1323 0.2381 0.0260 -0.01
C -0.87952 1.64938 3.43607 0.1186 0.0488 0.0100 0.00
C -2.14745 2.16809 3.16937 -0.0585 -0.0008 0.0000 0.00
C -2.47420 3.44866 3.57788 -0.0035 -0.0092 -0.0146 0.00
C -1.53973 4.22630 4.24909 0.0222 -0.0007 0.0127 0.00
C -0.27910 3.71747 4.52131 -0.0290 0.0116 0.0045 0.00
C 0.05113 2.43120 4.11992 -0.0090 -0.0055 -0.0349 0.00
C -1.59953 -1.14607 3.66487 -0.0393 0.0316 -0.0709 0.00
C -1.62916 -2.49376 3.30096 -0.0301 0.0254 -0.0045 0.00
C -2.51125 -3.36064 3.92174 0.0024 -0.0129 0.0057 0.00
C -3.37678 -2.89434 4.90297 0.0068 0.0013 -0.0076 0.00
C -3.35113 -1.55819 5.26857 0.0120 0.0095 0.0036 0.00
C -2.46329 -0.68456 4.65621 -0.0190 0.0027 0.0669 0.00
C 2.50493 -0.06120 3.08220 -0.0167 0.0345 -0.0474 0.00
H 4.30993 1.22951 0.46131 0.0038 -0.0012 0.0004 0.00
H 6.21025 0.38968 1.79336 -0.0018 0.0058 0.0007 0.00
H 5.76924 -0.68605 3.97716 0.0006 -0.0001 -0.0031 0.00
H 4.34826 -1.41675 5.64878 0.0032 0.0075 -0.0018 0.00
H 2.08808 -1.75928 6.59738 -0.0008 -0.0036 -0.0038 0.00
H 0.12475 -1.13321 5.28162 0.0361 -0.0007 0.0013 0.00
H -2.88568 1.57869 2.64301 0.0172 -0.0130 -0.0100 0.00
H -3.45694 3.84261 3.35796 -0.0014 0.0020 0.0035 0.00
H -1.79756 5.22948 4.56173 0.0035 0.0005 -0.0003 0.00
H 0.44895 4.31708 5.05096 -0.0004 0.0005 -0.0005 0.00
H 1.03503 2.04356 4.34897 0.0079 -0.0054 -0.0050 0.00
H -0.96540 -2.86953 2.53566 0.0134 0.0016 -0.0233 0.00
H -2.52591 -4.40405 3.63580 -0.0035 0.0038 -0.0016 0.00
H -4.06994 -3.57329 5.38153 0.0026 -0.0031 -0.0018 0.00
H -4.01939 -1.18906 6.03484 -0.0017 -0.0010 0.0001 0.00
H -2.44364 0.35217 4.96393 -0.0059 -0.0253 -0.0141 0.00
C 2.10905 -5.64137 -2.47963 0.0245 0.0006 -0.0001 0.00
C 1.15172 -4.56602 -2.05836 -0.0528 -0.0198 -0.0029 0.00
C -0.07273 -4.99802 -1.37785 0.0110 -0.0080 -0.0344 0.00
C -1.04947 -4.15509 -1.03262 0.0383 0.0313 -0.0256 0.00
C -0.83442 -2.71434 -1.19919 -0.1077 -0.1615 0.1930 0.00
C 0.40466 -2.20720 -1.97846 0.0977 0.4086 0.0613 0.00
C 1.33071 -3.27975 -2.39041 -0.0263 -0.0482 0.0657 0.00
S -2.20158 -1.60683 -1.05727 0.5208 0.3763 -0.9251 0.00
O -2.23605 -1.43070 0.46709 -0.5748 -0.2764 -0.0204 0.02
O -3.36305 -1.97171 -1.78897 -0.3295 -0.1591 0.6759 0.00
N -1.48891 -0.23985 -1.46483 0.1728 0.1819 -0.2454 -0.01
C -2.36931 0.90599 -1.69123 -0.0648 0.0002 0.1693 0.00
C -2.47070 1.76580 -0.43652 0.2155 -0.0468 0.0478 0.00
O -3.22566 2.67581 -0.28578 -0.0317 -0.0209 -0.0505 0.02
O -1.56041 1.43364 0.51498 -0.4520 0.0529 -0.0448 0.08
H 2.38860 -6.26166 -1.62630 0.0121 0.0071 0.0050 0.00
H 3.01572 -5.22369 -2.91275 -0.0088 0.0039 -0.0123 0.00
H 1.64668 -6.29986 -3.21784 -0.0122 -0.0032 0.0130 0.00
H -0.21809 -6.06168 -1.23404 0.0122 -0.0011 -0.0026 0.00
H -1.99802 -4.50573 -0.64683 -0.0032 0.0138 0.0034 0.00
H 0.26266 -1.36340 -2.64398 0.0093 -0.0565 -0.0644 0.00
H 2.15962 -2.98807 -3.02323 0.0138 -0.0033 0.0148 0.00
H -3.37352 0.59734 -1.98443 0.0050 0.0242 -0.0214 0.00
H -1.96839 1.52145 -2.49648 0.0212 0.0245 0.0208 0.00
S 1.01366 -1.94550 0.94122 0.1135 -0.2639 0.2321 0.15
C 0.23431 -1.93628 -0.53431 0.0897 -0.2711 -0.3663 0.00
```
Forces are in eV/Å.

highest occupied orbital energy (alpha / beta) = -11.102 / -10.984 eV
multiplicity = 2
strongest force on any atom = 1.1 eV/Å
relative energy (zero: lowest compared OMol25 entry of this formula, charge and spin) = 1.820 eV
total charge = +1
energy = -3115.977427 hartree

# 2
C6H8FN5O | ωB97M-V with the def2-TZVPD basis set

```
21
Properties=species:S:1:pos:R:3:forces:R:3:lowdin_charge:R:1
C 1.27117 1.51902 1.03835 -0.5523 -0.1751 -0.4454 -0.30
C 1.27824 -1.17174 0.01618 0.0496 0.4499 -4.1519 -0.17
C 0.90125 -1.25145 1.23841 1.2218 -0.6649 -0.4904 -0.20
C 0.46727 -0.81522 -1.30695 5.3668 -2.5562 3.1862 -0.45
C -0.84608 0.65121 0.09083 -2.4460 1.4916 2.2935 -0.40
C -1.44757 0.11039 -2.18300 -1.8416 -1.5391 -2.1570 -0.02
N 2.34745 1.99870 1.22258 -0.6666 1.0625 0.2340 0.22
N 0.12955 1.10955 1.02767 0.9917 0.8426 0.0291 0.11
N -0.50139 -0.02694 -1.08972 -3.9535 2.6752 -1.6407 -0.05
N 0.64896 -1.55556 2.36274 -0.2076 0.6474 4.2149 0.19
N -1.77116 -0.17878 0.85155 -1.3255 0.1753 0.5965 0.07
O 0.92423 -1.23948 -2.33045 -0.2836 -0.4581 -1.1084 0.11
F 2.57763 -1.33519 -0.34844 0.0861 -0.4362 0.6792 0.06
H -1.44262 1.61008 -0.16859 0.8579 -1.6413 -0.1152 0.18
H -0.96032 -0.40515 -3.11050 -1.0604 1.1771 1.7354 0.13
H -2.51454 -0.35954 -2.01859 2.2805 0.3068 0.2334 0.13
H -1.73969 1.13174 -2.40180 0.6656 0.3963 -0.0219 0.07
H 3.28334 1.78411 1.04982 1.1290 -0.6100 -0.1506 0.07
H 0.79786 -0.81563 3.14356 -0.4824 -1.2904 -1.8096 0.14
H -1.98933 0.30733 1.72612 -0.1261 0.0275 -0.4960 0.09
H -1.41423 -1.06746 1.19023 0.2967 0.1192 -0.6152 0.06
```
Forces are in eV/Å.

highest occupied orbital energy = -8.975 eV
strongest force on any atom = 6.7 eV/Å
relative energy (zero: lowest compared OMol25 entry of this formula, charge and spin) = 1.610 eV
energy = -682.178186 hartree
SMILES = CN(C(=O)C(F)=C=N)[C@@H](N)N=C=N

# 3
C32H40AsNSeSi3Ti | ωB97M-V with the def2-TZVPD basis set

```
79
Properties=species:S:1:pos:R:3:forces:R:3:lowdin_spin:R:1
Ti 0.27668 0.38814 -0.86224 0.3710 0.3092 -0.8971 1.21
C 0.10134 1.98641 2.31825 0.6945 0.5282 1.6426 0.01
Si 0.96115 0.40491 1.72981 0.2777 0.1853 -0.5024 0.01
C 0.53430 -1.05224 2.90760 -0.8012 0.0351 -0.1700 -0.01
C 2.87977 0.66736 2.18207 -2.0030 0.1797 0.9515 0.00
C 3.40666 0.88566 3.45580 1.1267 -0.4989 0.3714 0.00
C 4.81284 0.84970 3.71187 -1.5325 0.5214 -1.3250 0.00
C 5.66801 0.72786 2.60663 -0.6630 0.0058 0.0737 0.00
C 5.07697 0.60477 1.32087 2.3189 0.3541 0.0530 0.00
C 3.70552 0.55677 1.10370 0.8316 -0.4452 -1.7617 0.00
Si 2.81003 0.25695 -0.63268 0.2018 1.4801 0.4328 0.02
C 3.35229 1.82920 -1.64618 0.4882 0.7498 0.0309 0.00
C 3.94298 -0.96896 -1.41818 0.1037 -1.8941 -0.9956 0.01
H 0.36969 2.12564 3.40615 -0.7512 -0.0638 -0.4682 0.00
H -0.99351 2.08257 2.12234 0.8986 -0.0815 0.2342 0.00
H 0.64393 2.84362 1.87568 -0.5267 -0.5623 -0.0956 0.00
H 1.16044 -1.07742 3.83014 -0.7033 -0.0839 -0.4904 0.00
H 0.59622 -1.99921 2.34484 0.3713 0.1598 0.3176 0.00
H -0.56607 -0.94090 3.07784 0.7596 -0.0800 0.5250 0.00
H 2.70029 1.00586 4.26746 0.0908 0.0808 0.3231 0.00
H 5.19575 1.06391 4.69371 0.1144 -0.1645 0.3468 0.00
H 6.75928 0.76194 2.80436 -0.7145 -0.0666 -0.5515 0.00
H 5.81152 0.62047 0.47071 -0.8691 -0.2260 0.6215 0.00
H 3.96740 1.50173 -2.50726 -0.0965 0.1043 0.3779 0.00
H 3.96315 2.51039 -1.00981 -0.1102 -0.4267 -0.3195 0.00
H 2.58465 2.47945 -2.08974 -0.1167 -0.3617 0.2473 0.00
H 4.96464 -0.79716 -1.02496 -0.3126 -0.2500 -0.5852 0.00
H 3.83851 -0.92275 -2.55330 0.4835 0.0290 1.4990 0.00
H 3.59832 -2.00398 -1.12404 0.5693 0.7616 -0.2262 0.00
Se 1.02623 -0.51097 -3.11213 -0.1616 0.1953 -0.6270 0.24
C 0.39967 1.40239 -3.13303 -0.7516 1.7046 -0.6825 0.08
N 0.13240 2.41979 -3.71728 1.3092 -2.9526 -0.0058 0.22
C -1.82328 -2.49586 -2.27413 -0.4779 0.2408 -0.4338 0.01
As -0.79039 -2.07413 -0.63414 0.3348 0.5248 -0.2794 0.09
C -2.00003 -2.52098 0.84106 -0.2457 0.4040 0.2245 0.00
C 0.47078 -3.65995 -0.61814 -0.0919 0.5880 0.2615 0.03
C -0.00777 -5.04103 -0.46141 -0.7287 -1.1285 -0.9071 0.00
C -0.51693 -5.74873 -1.61450 1.0158 1.3889 1.4158 0.01
C -1.14791 -6.95344 -1.42003 0.0765 -0.2458 -1.1194 0.00
C -1.28172 -7.55356 -0.16436 0.1530 0.1583 -0.5649 0.01
C -0.68928 -6.93645 0.92345 -0.3352 -0.0539 0.0010 0.00
C -0.03286 -5.72971 0.76120 0.0629 1.3520 0.2510 0.01
H -1.79819 -3.54719 -2.54246 -0.1879 -0.3825 0.3650 0.00
H -1.41415 -1.99068 -3.19522 -0.4041 0.0196 1.3739 0.00
H -2.87718 -2.20315 -2.05633 0.6857 -0.0974 -0.4164 0.00
H -2.94403 -2.83844 0.40790 -0.2323 -0.0557 0.2134 0.00
H -2.14198 -1.70310 1.58677 0.1282 -0.4016 -0.9520 0.00
H -1.54536 -3.33905 1.37278 0.0265 -0.5223 0.2491 0.00
H 1.18319 -3.34558 0.14455 0.2200 -0.1574 -0.1629 0.00
H 0.84567 -3.50401 -1.61829 0.6635 0.0403 -0.2493 0.01
H -0.32528 -5.28637 -2.60393 -0.4714 -0.5162 0.6571 0.00
H -1.48825 -7.41827 -2.35042 -0.1991 -0.2960 0.5405 0.00
H -1.80130 -8.49742 -0.11369 -0.0745 -0.0938 0.2915 0.00
H -0.80472 -7.30910 1.93366 0.1257 -0.3165 -0.0775 0.00
H 0.39357 -5.23058 1.64853 -0.2137 -0.2539 -0.4979 0.00
C -0.94440 6.16884 1.97430 1.1283 0.5849 0.2067 0.00
C 0.27584 5.75283 1.43724 -0.1552 -1.7595 -2.2504 0.00
C 0.24533 4.66089 0.51748 -1.0203 0.5983 -0.0182 0.00
C -0.98427 4.09064 0.07757 0.1094 -0.0744 0.2072 0.00
C -2.15467 4.57587 0.60923 -0.3241 1.4143 0.3343 0.00
C -2.13433 5.61517 1.54269 0.2488 -0.8254 0.2747 0.00
Si -1.13158 2.76485 -1.29606 1.7322 0.4384 0.1119 0.00
C -2.88018 2.24913 -1.65710 -0.9405 0.3498 -0.9357 0.00
C -3.76750 1.89369 -0.64916 -0.2083 -0.7390 -0.2704 0.01
C -5.02641 1.39374 -0.96431 0.2334 0.8033 -1.4746 0.00
C -5.51800 1.56876 -2.26995 -0.0587 0.1563 0.5172 0.00
C -4.66501 1.99603 -3.30255 -1.4232 -0.0354 1.0297 0.00
C -3.34210 2.20788 -3.01450 1.5193 -0.0063 -0.1386 0.00
H -0.83890 6.95717 2.71571 -0.6804 0.0549 -0.0069 0.00
H 1.22881 6.28353 1.51567 -0.3812 -0.1602 0.6750 0.00
H 1.13461 4.23840 0.04790 0.1495 0.3465 0.2567 0.00
H -3.13325 4.28655 0.21922 0.2684 -0.2452 0.2059 0.00
H -3.07044 5.85858 1.98611 -0.5940 0.6569 0.3701 0.00
H -1.00133 3.77497 -2.43517 0.0829 -0.3599 0.7125 0.00
H -3.44888 1.93869 0.38642 0.0738 -0.1876 0.0375 0.00
H -5.61607 0.89271 -0.24699 -0.7931 -0.1155 0.9197 0.00
H -6.59872 1.48951 -2.42786 0.3806 -0.3737 -0.1666 0.00
H -5.14257 2.26204 -4.24008 0.4377 -0.3566 -0.2942 0.00
H -2.62965 2.30439 -3.87767 -0.5127 0.4139 1.1679 0.00
```
Forces are in eV/Å.

highest occupied orbital energy (alpha / beta) = 0.143 / -0.467 eV
multiplicity = 3
strongest force on any atom = 3.2 eV/Å
total charge = -2
energy = -7653.140118 hartree